DFT (the ωB97M-V functional and the def2-TZVPD basis) results for one molecule with the formula C19H30N2O3S.

Each line ends with the Löwdin charge.
Geometry (Å):
C: -1.08677 2.21695 -3.21001  -0.05
C: -1.74815 1.67685 -1.93542  -0.56
C: -3.24012 2.03125 -1.99091  -0.06
C: -1.59866 0.15369 -1.92630  -0.05
C: -1.10634 2.34658 -0.69133  -0.26
C: 0.38801 2.01767 -0.49930  -0.13
C: 0.62221 0.94434 0.55635  -0.13
C: 0.14813 1.39104 1.95339  -0.22
C: -0.25195 0.11747 2.67770  -0.47
O: -1.33963 -0.40949 2.56545  0.07
N: 0.73073 -0.42578 3.44170  0.07
C: 0.61547 -1.75904 3.98274  -0.17
C: 1.63120 -2.72585 3.34798  -0.12
C: 1.69511 -2.54197 1.85709  -0.23
C: 0.58041 -2.78829 1.06119  -0.01
C: 0.62026 -2.54847 -0.30229  -0.06
C: 1.78572 -2.07492 -0.86972  -0.29
S: 1.89520 -1.65004 -2.59529  0.62
N: 0.56370 -2.42474 -3.26913  -0.05
O: 1.69654 -0.23345 -2.73032  -0.30
O: 3.08926 -2.22465 -3.14373  -0.29
C: 2.91020 -1.84318 -0.10414  -0.06
C: 2.86073 -2.07418 1.25958  -0.02
C: -1.03046 2.36556 1.83428  -0.14
C: -1.87608 2.05015 0.60571  -0.16
H: -1.11324 3.30443 -3.22764  0.09
H: -0.05263 1.89271 -3.28566  0.07
H: -1.61548 1.85082 -4.08816  0.08
H: -3.38259 3.10784 -1.92514  0.09
H: -3.78765 1.55809 -1.18106  0.08
H: -3.67044 1.69049 -2.93071  0.08
H: -2.01368 -0.28155 -1.02093  0.08
H: -2.13418 -0.26935 -2.77539  0.09
H: -0.55159 -0.12242 -2.00646  0.04
H: -1.17730 3.42725 -0.86813  0.14
H: 0.92048 2.92273 -0.19842  0.12
H: 0.83503 1.67289 -1.42969  0.08
H: 0.08001 0.04415 0.27016  0.10
H: 1.68304 0.68631 0.58812  0.12
H: 0.96754 1.87693 2.49262  0.14
H: 1.64168 0.00390 3.45534  0.14
H: -0.40763 -2.07509 3.76763  0.12
H: 0.75739 -1.73801 5.06837  0.12
H: 1.33416 -3.74742 3.59195  0.12
H: 2.61942 -2.54859 3.77701  0.11
H: -0.33016 -3.15019 1.51312  0.13
H: -0.24142 -2.72221 -0.92606  0.11
H: -0.05246 -1.77246 -3.72742  0.06
H: 0.84999 -3.16458 -3.88892  0.07
H: 3.80432 -1.48181 -0.58675  0.12
H: 3.73594 -1.88662 1.86516  0.12
H: -1.64844 2.29122 2.73130  0.12
H: -0.65495 3.38882 1.76816  0.12
H: -2.16478 1.00236 0.66287  0.10
H: -2.78509 2.65183 0.63945  0.12

Calculated values
Total energy, a.u.: -1475.452574
ΔE to the lowest compared entry with this formula, charge and spin, eV: 0.000
LUMO level, hartree: 0.02113
Highest occupied orbital energy, Eh: -0.3490
HOMO-LUMO gap, eV: 10.072